No. 1
DFT (the ωB97M-V functional and the def2-TZVPD basis) results for 3 unconnected molecules or ions with the total composition C11H23O11S3 at a distorted geometry.

HOMO in eV: -4.4822
Total charge: -1
Total energy in Ha: -2455.15038
Frontier orbital gap in eV: 7.0

```
48
Properties=species:S:1:pos:R:3:forces:R:3
O 1.229571 0.001662 2.998076 -2.14 0.41 -1.02
C 1.918459 -0.069456 1.962851 4.09 -0.88 2.25
O 3.200683 -0.216305 2.101206 -1.93 0.47 -1.96
C 1.379857 -0.055267 0.496592 0.92 2.03 0.16
C 0.197089 0.922790 0.242662 -0.94 -0.68 -0.28
C -1.053567 0.697609 1.153473 -0.62 -0.20 -0.73
C -1.291732 -0.826714 1.472339 0.28 1.62 0.71
S -0.328174 -1.979831 0.453904 -0.72 -4.34 0.37
O -1.095464 -2.412240 -0.714644 0.87 2.09 0.09
O -0.100565 -3.158038 1.280116 0.41 1.39 0.13
O 1.130566 -1.416611 0.024325 -2.27 0.73 0.54
H 2.221861 0.317395 -0.131869 -0.55 -0.60 0.49
H 0.483667 1.993612 0.281018 0.29 -0.77 0.11
H -0.144039 0.731728 -0.810141 0.34 0.19 0.70
H -1.040743 1.290577 2.089017 0.33 -0.60 -0.47
H -1.949673 1.044089 0.578984 0.69 -0.13 0.37
H -0.998243 -1.005644 2.527790 0.27 -0.14 -0.89
H -2.374381 -1.063047 1.382638 0.91 -0.36 -0.48
O 3.578075 3.271308 -0.033520 0.21 0.39 -0.30
S 4.146312 4.146332 0.946943 -0.07 -0.43 0.88
O 4.582331 5.472780 0.609017 -0.08 -0.17 -0.31
O 5.335340 3.382057 1.696115 -0.34 0.31 0.05
C 6.410590 2.858825 0.908196 0.57 -0.15 -0.54
C 7.325879 3.954430 0.389355 -0.13 0.25 -0.09
C 3.049591 4.255196 2.324853 0.00 -0.16 0.10
H 6.017812 2.251499 0.089880 -0.16 0.06 0.09
H 6.977221 2.193891 1.558274 -0.30 0.02 0.20
H 6.803699 4.607716 -0.309981 0.02 -0.04 0.01
H 8.183631 3.525038 -0.131346 -0.02 -0.10 0.09
H 7.681289 4.578712 1.211261 0.04 -0.07 -0.01
H 2.737777 3.250551 2.610111 0.08 -0.02 -0.04
H 2.189138 4.843406 2.009704 0.07 -0.01 -0.10
H 3.562548 4.755653 3.143210 0.02 -0.02 -0.05
O -4.280823 -2.181538 -1.013136 -0.43 0.18 -0.28
S -4.282660 -2.996700 -2.190215 0.74 -0.67 0.09
O -4.416214 -2.420202 -3.497719 -0.19 0.22 0.24
O -5.396260 -4.148552 -2.017092 0.22 -0.03 -0.02
C -6.744128 -3.750057 -1.750006 -0.59 0.34 -0.04
C -7.419258 -3.157683 -2.974377 0.11 0.19 -0.15
C -2.864620 -4.045204 -2.185032 -0.21 -0.27 -0.21
H -6.772728 -3.053363 -0.908401 0.17 0.01 -0.04
H -7.280149 -4.648284 -1.443406 0.29 -0.13 0.02
H -6.941774 -2.225601 -3.276101 -0.01 -0.03 0.03
H -8.470102 -2.944180 -2.769939 0.01 -0.11 0.07
H -7.350978 -3.844609 -3.819604 -0.05 -0.02 0.06
H -2.772186 -4.515454 -1.209677 0.04 0.11 0.00
H -1.996127 -3.423473 -2.383278 -0.12 0.09 0.12
H -2.978399 -4.788798 -2.972425 -0.14 0.04 0.02
```
Positions in Å, forces in eV/Å.


No. 2
DFT (the ωB97M-V functional and the def2-TZVPD basis) results for CH2BrNO4 in the gas phase at a distorted geometry.

HOMO in eV: -10.4296
Total energy in Ha: -2968.92157
Relative energy (zero: lowest compared OMol25 entry of this formula, charge and spin) in eV: 1.567
Frontier orbital gap in eV: 9.4

```
9
Properties=species:S:1:pos:R:3:forces:R:3
C -0.107989 0.347465 -0.125035 2.41 1.32 1.62
N 0.104906 -1.155766 0.081807 1.15 -0.14 1.00
O -0.044085 -1.507658 1.249016 -0.28 -0.18 -0.49
O 0.561544 -1.799268 -0.806040 -0.30 -0.38 -0.50
O -0.741677 0.828880 0.915266 -1.57 -0.33 0.67
O -0.496064 0.546896 -1.324062 -1.51 0.12 -2.88
Br 1.794434 1.186431 0.170217 0.09 -0.49 -0.49
H -0.572963 0.135096 1.611061 -0.31 0.55 -0.09
H -0.498107 1.417923 -1.772231 0.32 -0.46 1.15
```
Positions in Å, forces in eV/Å.


No. 3
DFT (the ωB97M-V functional and the def2-TZVPD basis) results for a molecular structure, C17H16ClFeNO6S at a distorted geometry.

Spin multiplicity: 5
HOMO (spin up / spin down) in eV: -6.2312 / -8.6249
Total energy in Ha: -3285.30684
Relative energy (zero: lowest compared OMol25 entry of this formula, charge and spin) in eV: 0.000
Frontier orbital gap (spin up / spin down) in eV: 4.7 / 6.7

```
43
Properties=species:S:1:pos:R:3:forces:R:3
C 0.843456 0.531638 2.888708 0.26 0.74 -0.23
C 0.913637 -0.935093 2.731480 0.20 -0.75 -0.29
C 1.381763 -1.617857 1.582043 1.99 -0.59 1.49
Fe -0.180435 -1.513424 0.312612 3.51 2.99 1.58
C 1.094064 -1.277732 -0.968824 3.49 0.75 -2.58
O 1.904271 -0.939500 -1.730093 -1.62 -0.59 1.30
C -0.469379 0.295276 -0.051156 -0.47 4.06 0.00
O -0.783960 1.360272 -0.387220 0.49 -2.19 0.37
C -0.654121 -3.447023 -0.043366 -1.52 -0.82 -1.11
C -1.127418 -2.547569 -1.071680 -2.25 -1.96 0.11
C -2.023039 -1.599545 -0.446370 -1.62 -1.98 -0.09
C -2.102945 -1.928729 0.956424 -1.19 -0.80 -0.64
C -1.236142 -3.041692 1.203991 -0.69 -0.06 -0.44
H 1.243453 0.865327 3.862633 -0.30 -0.15 -0.33
H 1.409100 1.064209 2.095474 -0.32 -0.36 0.42
H -0.198700 0.891920 2.817615 0.16 -0.12 0.10
H 0.454159 -1.550751 3.499285 -0.21 0.16 -0.04
H 2.332062 -1.238104 1.114135 -1.09 -0.11 0.37
H 1.426322 -2.733912 1.718154 0.15 1.12 -0.10
H 0.003050 -4.295311 -0.202997 -0.03 0.28 0.06
H -0.917983 -2.618991 -2.132530 0.05 0.10 0.23
H -2.629849 -0.868379 -0.968802 0.29 0.01 0.15
H -2.733955 -1.435266 1.689633 0.27 -0.01 -0.18
H -1.108162 -3.540948 2.159195 0.12 0.21 -0.19
O 12.118764 -1.029042 0.645435 -2.20 -1.49 0.18
N 11.141886 -1.815380 0.659109 2.79 -1.01 -1.74
O 11.140973 -2.918902 0.059364 -0.09 2.31 1.29
C 9.964743 -1.450088 1.387482 -2.18 0.71 1.22
C 8.856321 -2.322187 1.406177 0.50 0.33 0.00
C 7.687778 -1.950871 2.077880 0.03 0.23 -0.05
C 7.592389 -0.703953 2.714012 0.26 -0.21 -0.73
S 6.068926 -0.239893 3.611320 1.32 -0.83 1.11
C 4.817448 0.418071 2.533758 1.19 0.34 -0.16
Cl 3.827663 1.533073 3.309042 0.02 -0.07 -0.11
O 5.598362 -1.468138 4.205193 -0.15 0.55 -0.36
O 6.503708 0.861498 4.433872 -0.30 -0.09 0.01
C 8.719013 0.133987 2.748273 -0.23 -0.04 -0.16
C 9.892488 -0.220998 2.077423 0.17 -0.65 -0.35
H 8.940202 -3.275859 0.886829 -0.11 0.27 0.20
H 6.847735 -2.639980 2.118358 0.13 0.14 -0.06
H 5.227544 0.709475 1.570227 -0.43 -0.16 -0.18
H 8.682371 1.064339 3.307973 -0.07 -0.13 -0.16
H 10.765885 0.430597 2.066479 -0.31 -0.15 0.09
```
Positions in Å, forces in eV/Å.


No. 4
DFT (the ωB97M-V functional and the def2-TZVPD basis) results for 4 unconnected molecules or ions with the total composition C6H21O7P at a distorted geometry.

HOMO in eV: -10.2842
Total energy in Ha: -1109.24507
Relative energy (zero: lowest compared OMol25 entry of this formula, charge and spin) in eV: 0.985
Frontier orbital gap in eV: 10.9

```
35
Properties=species:S:1:pos:R:3:forces:R:3
C -4.274250 -0.179188 -0.454111 1.99 0.67 -1.99
O -3.703775 0.087589 0.811290 -0.88 -0.31 0.50
H -5.330943 0.002432 -0.623953 -0.15 -0.04 0.94
H -3.736091 0.504150 -1.142505 -0.56 0.05 -0.11
H -3.985601 -1.140086 -0.896882 -0.40 -0.31 0.61
H -2.958513 -0.503316 0.928319 0.03 -0.06 0.06
C -1.807298 -0.499223 5.615866 -0.91 -0.81 -0.88
O -1.151493 -1.690886 6.046745 0.14 0.50 0.35
H -1.208643 0.007082 4.861850 -0.04 0.33 0.12
H -2.717493 -0.861480 5.127672 0.09 0.12 -0.23
H -2.205879 0.182190 6.370212 0.73 -0.06 0.48
H -0.206336 -1.516155 6.052765 -0.03 -0.06 0.17
C 0.216162 -0.941908 2.450515 -0.71 -1.39 -0.15
O 1.004261 -0.013270 1.752125 0.05 0.10 0.29
H 0.524191 -1.168075 3.475958 0.39 0.66 -0.04
H -0.850534 -0.683118 2.493010 0.15 0.37 -0.03
H 0.238738 -1.935011 1.981213 0.08 0.14 -0.15
H 1.179285 -0.365670 0.873685 0.07 0.15 -0.03
C 1.955211 2.096884 -1.027238 -0.46 -0.37 -0.15
O 1.741128 0.668844 -1.087436 0.02 -0.49 -0.82
P 1.907590 -0.199500 -2.432519 0.15 -0.02 0.41
O 1.784362 -1.634385 -2.151966 -0.16 0.60 -0.15
O 3.312180 0.291614 -2.978176 -0.70 0.31 0.34
C 3.958462 -0.137566 -4.160116 0.97 0.22 -0.57
O 0.863757 0.389844 -3.514242 0.79 0.14 0.65
C -0.469532 0.604696 -3.078251 -1.06 -0.07 0.30
H 2.045960 2.489207 -2.041732 0.31 0.15 0.19
H 2.825379 2.267037 -0.396341 0.05 0.14 -0.27
H 1.073097 2.538621 -0.561013 0.10 -0.08 0.04
H 3.892565 0.608884 -4.956741 -0.56 -0.01 0.13
H 3.627215 -1.106117 -4.525926 -0.13 -0.05 0.18
H 5.028570 -0.159277 -3.938186 -0.15 -0.37 0.15
H -0.747346 1.659450 -3.066242 0.42 0.13 -0.17
H -0.653555 0.235645 -2.067684 0.17 -0.14 -0.01
H -1.170833 0.100071 -3.739980 0.19 -0.13 -0.14
```
Positions in Å, forces in eV/Å.